1.
7
Properties=species:S:1:pos:R:3:forces:R:3:lowdin_charge:R:1 method="wB97M-V/def2-TZVPD" e_above_lowest_ev=2.165 lumo_energy_ev=-0.38 spin_multiplicity=1 total_charge=0 homo_lumo_gap_ev=11.41
B -0.878 0.031 0.008 1.724 -1.113 1.075 -0.246
C 0.725 -0.358 -0.182 -0.607 1.183 1.409 -0.203
F 1.438 0.203 -1.082 0.605 -0.513 0.143 0.221
F -0.046 1.064 0.775 -1.180 -0.048 0.222 -0.045
F 1.410 -0.660 0.880 0.653 -0.890 -1.253 0.182
H -1.501 -0.863 0.524 0.004 0.728 0.277 0.059
H -1.148 0.584 -0.923 -1.199 0.653 -1.872 0.032

2.
13
Properties=species:S:1:pos:R:3:forces:R:3:lowdin_charge:R:1 method="wB97M-V/def2-TZVPD" e_above_lowest_ev=3.376 lumo_energy_ev=0.38 spin_multiplicity=1 total_charge=0 homo_lumo_gap_ev=10.73
C 0.037 1.139 1.281 0.758 4.542 3.245 -0.178
C 0.140 -0.207 0.782 -1.991 -0.243 4.407 -0.407
C 0.962 -0.809 -0.987 1.556 0.418 -0.620 -0.167
C -1.163 0.096 -1.276 -1.847 -1.978 -3.893 0.019
C -1.000 -0.685 -0.088 -1.367 0.228 6.036 -0.348
H 0.120 -0.928 1.696 0.707 1.195 -1.233 0.182
H 1.477 -0.985 -1.917 1.102 0.163 0.186 0.128
H -0.407 0.696 -1.771 -0.671 1.150 0.922 0.118
H -2.092 -0.128 -1.912 1.454 0.686 1.087 0.134
H -1.756 -1.213 0.698 0.981 1.269 -2.966 0.206
N 0.287 2.178 1.788 -1.330 -3.265 -1.877 0.159
N 1.333 -0.146 0.069 0.702 -3.052 -3.796 0.143
N -0.362 -1.267 -1.151 -0.054 -1.111 -1.498 0.011

3.
16
Properties=species:S:1:pos:R:3:forces:R:3:lowdin_charge:R:1 method="wB97M-V/def2-TZVPD" e_above_lowest_ev=4.712 lumo_energy_ev="-4.21 / -4.21" spin_multiplicity=1 total_charge=+1 homo_lumo_gap_ev="8.05 / 8.05"
C -1.049 -0.118 -1.952 -2.101 -1.027 -0.352 0.025
C -0.208 -0.048 -0.987 -2.875 -1.278 3.545 -0.140
C 1.103 0.412 -0.697 1.077 3.216 -3.491 -0.244
C -1.413 -0.491 1.104 2.348 0.649 -1.285 -0.406
N 1.625 -0.309 0.424 2.059 1.189 -0.486 0.174
S -0.774 0.235 2.578 0.438 1.209 0.337 0.707
H -2.093 -0.545 -1.847 1.373 0.784 -0.070 0.107
H -0.740 0.176 -2.915 0.204 0.203 -1.374 0.064
H 1.025 1.492 -0.467 0.208 -0.437 0.303 0.152
H 1.846 0.409 -1.628 -1.349 -0.361 1.883 0.197
H -1.240 -1.569 1.142 -0.499 0.323 -0.075 0.036
H -2.375 -0.078 0.948 -0.870 -0.164 -1.025 0.011
H 0.869 -0.327 1.110 -0.067 -0.788 0.795 0.028
H 2.424 0.235 0.726 0.217 0.091 0.960 0.174
H 2.049 -1.100 -0.010 -0.268 -1.870 0.650 0.169
H -1.048 1.625 2.472 0.105 -1.739 -0.317 -0.054

4.
78
Properties=species:S:1:pos:R:3:forces:R:3:lowdin_charge:R:1 method="wB97M-V/def2-TZVPD" lumo_energy_ev=-1.04 spin_multiplicity=1 total_charge=-1 homo_lumo_gap_ev=6.74
Na -12.508 9.180 1.598 0.178 0.139 -0.253 0.535
Na -7.497 13.252 -4.310 -0.486 0.083 0.399 0.578
Na -7.572 10.608 -0.251 -0.273 0.978 -0.055 0.514
Na -12.709 12.641 -2.182 0.431 1.328 0.866 0.449
Na -10.300 8.589 -7.343 0.024 -0.151 1.195 0.826
Na -13.863 10.555 -3.680 -0.996 -0.615 -0.266 0.449
N -11.939 11.296 2.537 2.560 1.057 -3.004 -0.299
S -12.844 12.430 3.055 -5.124 1.256 3.709 0.453
O -13.598 13.149 2.064 1.072 -0.153 0.183 -0.255
O -12.346 13.097 4.216 -0.101 -0.151 -0.659 -0.247
F -13.982 11.420 3.637 0.487 0.233 0.036 -0.215
S -11.126 12.254 1.409 2.752 -1.622 -1.959 0.596
O -10.568 13.512 1.800 -0.923 -1.295 0.271 -0.199
O -11.587 12.098 0.050 -0.816 0.305 0.556 -0.278
F -9.877 11.215 1.319 0.071 0.215 0.449 -0.208
N -14.852 12.642 -3.224 0.854 1.159 -3.310 -0.325
S -16.167 13.053 -2.552 -4.736 -1.731 8.110 0.465
O -17.370 12.354 -2.926 1.163 0.976 -0.847 -0.242
O -16.214 14.381 -2.029 -0.160 0.128 -1.483 -0.223
F -15.827 12.272 -1.157 0.223 0.111 -0.530 -0.217
S -15.091 13.600 -4.569 2.711 0.518 -4.058 0.552
O -14.866 14.998 -4.449 -0.177 -0.698 0.690 -0.206
O -16.091 13.152 -5.494 0.114 -0.200 1.143 -0.241
F -13.737 13.059 -5.266 -0.194 -0.309 0.279 -0.215
N -6.749 14.129 -2.157 -2.646 -0.273 1.310 -0.269
S -5.721 13.822 -1.035 5.534 0.114 0.137 0.473
O -5.707 12.432 -0.655 -0.194 0.483 0.877 -0.305
O -5.494 14.899 -0.107 -0.700 -1.467 -0.028 -0.241
F -4.389 13.936 -1.926 -0.494 -0.292 -0.127 -0.188
S -8.055 14.243 -1.108 -2.757 2.647 -1.226 0.551
O -8.214 15.545 -0.554 0.435 -0.984 0.085 -0.210
O -8.350 13.094 -0.294 0.472 -0.177 -0.587 -0.272
F -9.152 14.230 -2.248 0.235 -0.733 0.008 -0.182
N -11.692 10.716 -2.997 2.286 0.768 -3.325 -0.275
S -10.962 9.579 -2.226 0.748 -2.596 4.968 0.484
O -9.737 9.996 -1.587 -0.407 -0.200 -0.709 -0.243
O -11.009 8.276 -2.792 0.001 0.511 -0.176 -0.228
F -11.975 9.539 -0.997 -0.017 0.068 -0.708 -0.166
S -10.487 10.961 -4.190 0.296 2.908 -1.345 0.606
O -10.166 9.850 -5.028 -0.523 -0.512 0.006 -0.259
O -9.398 11.787 -3.777 -0.843 -0.612 0.369 -0.239
F -11.311 11.902 -5.143 -0.445 -0.449 0.497 -0.136
N -10.998 16.722 -4.696 1.774 0.970 3.218 -0.239
S -10.981 15.192 -4.555 -2.675 -2.526 -2.223 0.451
O -11.691 14.630 -3.429 0.541 -0.506 0.015 -0.291
O -9.796 14.499 -5.000 0.050 -0.102 0.154 -0.301
F -12.046 14.961 -5.735 0.799 -0.246 -0.001 -0.194
S -10.129 17.079 -3.280 0.046 4.041 0.775 0.560
O -8.722 16.878 -3.439 -0.335 -0.624 -0.162 -0.279
O -10.747 16.879 -1.998 0.185 -0.703 -1.422 -0.252
F -10.257 18.687 -3.400 -0.104 -0.802 -0.526 -0.205
N -6.281 9.403 -1.759 -1.309 -3.430 -1.257 -0.272
S -5.886 9.841 -3.223 4.552 4.110 -0.949 0.474
O -6.853 10.512 -4.015 -1.290 -0.070 -0.574 -0.268
O -4.889 9.043 -3.885 -1.305 -0.330 0.403 -0.244
F -5.042 11.099 -2.714 0.018 -0.498 -0.350 -0.190
S -6.901 7.911 -2.203 -2.030 -1.358 1.320 0.579
O -6.033 6.781 -2.267 -0.083 1.061 0.433 -0.225
O -7.980 7.982 -3.157 1.000 0.283 -0.336 -0.288
F -7.798 7.708 -0.875 0.681 0.048 0.559 -0.200
N -14.246 8.230 0.240 0.115 -2.675 -2.728 -0.289
S -15.448 9.078 -0.338 -2.793 3.997 1.803 0.507
O -16.788 8.596 -0.152 1.495 0.179 -0.514 -0.228
O -15.106 9.763 -1.569 -0.138 -0.703 0.341 -0.290
F -15.312 10.185 0.813 0.085 -0.163 -0.636 -0.169
S -14.225 7.131 -1.034 1.693 -2.332 0.444 0.576
O -13.537 7.547 -2.232 -0.534 0.193 0.671 -0.309
O -15.432 6.382 -1.176 0.417 0.563 -0.014 -0.234
F -13.188 6.072 -0.442 -0.226 0.711 0.300 -0.169
O -9.922 6.900 -5.147 0.213 0.017 -0.744 -0.062
H -9.083 7.197 -4.761 -0.157 -0.012 0.236 0.018
H -10.526 6.865 -4.395 -0.024 0.273 0.002 0.028
O -10.369 8.032 0.663 -0.178 -0.230 0.402 -0.033
H -9.588 8.203 0.122 -0.166 0.050 -0.096 0.011
H -10.363 7.078 0.805 0.054 0.052 -0.090 0.069
O -13.360 8.316 -4.872 -0.149 0.544 -0.305 -0.042
H -13.490 8.144 -3.928 0.214 -0.640 0.291 -0.014
H -13.973 7.714 -5.308 -0.067 0.093 0.074 0.064

5.
99
Properties=species:S:1:pos:R:3:forces:R:3:lowdin_charge:R:1 method="wB97M-V/def2-TZVPD" e_above_lowest_ev=0.000 lumo_energy_ev="3.94 / 3.94" spin_multiplicity=3 total_charge=-2 homo_lumo_gap_ev="5.58 / 8.12"
W -0.578 -1.073 0.167 0.212 0.232 0.467 1.748
O -6.006 -3.036 2.606 -0.019 -0.014 0.016 0.059
C -4.790 -2.585 2.192 0.053 0.046 -0.034 -0.281
C -3.613 -3.258 2.491 -0.041 -0.043 0.025 0.069
C -2.430 -2.742 2.009 0.146 0.066 -0.084 -0.160
N -2.390 -1.641 1.272 -0.170 0.073 -0.110 0.036
C -3.512 -0.945 1.052 0.141 -0.096 0.121 -0.143
C -4.739 -1.387 1.485 -0.100 -0.003 0.002 0.085
C -3.231 0.403 0.437 0.171 0.228 -0.056 -0.572
O -4.134 1.170 0.143 -0.046 -0.060 0.055 0.055
O -1.964 0.616 0.364 -0.250 -0.174 -0.232 -0.146
C -1.049 -3.261 2.320 0.240 -0.231 0.169 -0.613
O -0.925 -4.249 3.045 -0.080 0.075 -0.019 0.014
O -0.133 -2.536 1.817 -0.240 0.035 -0.366 -0.143
H -5.879 -3.880 3.053 -0.008 0.004 0.002 0.102
H -3.580 -4.157 3.095 0.003 -0.002 -0.003 0.125
H -5.622 -0.797 1.287 -0.001 -0.006 -0.001 0.132
C 3.156 4.664 0.295 -0.029 -0.084 -0.001 0.014
C 1.903 3.964 -0.203 0.014 0.062 -0.016 -0.577
C 0.973 4.922 -0.941 0.024 -0.108 0.027 0.021
O 2.290 2.880 -1.032 -0.001 0.023 0.016 -0.017
C 1.613 1.681 -0.635 -0.074 0.008 0.028 -0.129
C 0.744 2.108 0.553 0.069 -0.038 -0.003 -0.141
O 1.240 3.403 0.904 -0.049 0.026 -0.041 -0.030
C 0.882 1.173 1.783 -0.091 0.115 0.069 -0.399
O 0.614 -0.135 1.440 0.346 0.196 -0.131 -0.317
C -0.085 1.566 2.909 -0.092 -0.046 0.005 -0.125
C -0.276 0.620 3.917 -0.020 0.007 -0.022 -0.009
C -1.164 0.856 4.952 0.002 0.012 -0.007 -0.088
C -1.887 2.044 4.995 -0.007 0.000 -0.001 -0.118
C -1.710 2.983 3.992 -0.003 0.002 0.014 -0.091
C -0.814 2.746 2.954 0.051 0.009 0.020 -0.018
C 2.327 1.228 2.312 -0.025 -0.077 -0.024 -0.112
C 3.194 0.181 2.009 -0.038 0.028 -0.009 -0.003
C 4.511 0.208 2.450 0.017 0.040 0.018 -0.080
C 4.974 1.274 3.209 0.013 -0.043 -0.016 -0.120
C 4.108 2.311 3.530 -0.008 0.034 0.013 -0.104
C 2.794 2.287 3.085 0.006 0.002 0.019 -0.032
C 0.828 1.037 -1.812 0.154 -0.054 -0.018 -0.373
O -0.022 0.054 -1.333 -0.150 0.205 -0.042 -0.327
C 0.027 2.096 -2.588 0.044 -0.104 0.008 -0.115
C 0.646 2.916 -3.532 -0.018 -0.012 -0.007 -0.038
C -0.081 3.875 -4.219 0.016 -0.002 0.013 -0.105
C -1.439 4.034 -3.971 -0.009 0.005 -0.004 -0.115
C -2.063 3.211 -3.045 -0.016 0.001 -0.011 -0.073
C -1.336 2.239 -2.366 0.030 0.038 0.069 0.004
C 1.793 0.361 -2.799 0.015 -0.051 0.039 -0.139
C 3.145 0.663 -2.887 -0.017 -0.011 -0.005 -0.031
C 3.953 0.010 -3.813 0.022 -0.011 -0.020 -0.095
C 3.417 -0.949 -4.656 -0.009 -0.003 0.004 -0.115
C 2.064 -1.257 -4.567 -0.006 0.014 0.007 -0.082
C 1.260 -0.609 -3.646 0.047 -0.005 -0.025 -0.012
H 3.696 5.104 -0.544 0.002 0.011 0.000 0.084
H 3.792 3.937 0.799 0.003 0.010 0.006 0.083
H 2.880 5.451 0.999 0.024 0.018 -0.003 0.086
H 1.454 5.291 -1.847 -0.009 0.014 -0.010 0.087
H 0.732 5.763 -0.287 0.009 0.004 -0.002 0.086
H 0.052 4.412 -1.220 -0.011 0.020 -0.013 0.080
H 2.362 0.955 -0.309 -0.008 -0.019 -0.042 0.151
H -0.308 2.160 0.264 -0.030 0.011 0.053 0.143
H 0.258 -0.320 3.847 0.000 -0.001 0.007 0.126
H -1.307 0.104 5.720 0.001 -0.005 0.000 0.094
H -2.593 2.227 5.797 -0.002 -0.001 -0.003 0.086
H -2.284 3.902 4.004 0.002 0.000 -0.006 0.092
H -0.695 3.487 2.176 -0.003 0.000 -0.010 0.112
H 2.817 -0.656 1.434 0.006 -0.011 0.007 0.110
H 5.172 -0.613 2.199 0.003 -0.001 0.001 0.097
H 6.001 1.292 3.556 0.001 0.004 0.002 0.086
H 4.459 3.142 4.132 -0.012 0.004 -0.002 0.090
H 2.121 3.095 3.339 0.006 0.003 0.002 0.116
H 1.704 2.798 -3.728 -0.011 0.006 -0.003 0.115
H 0.417 4.503 -4.950 -0.005 0.003 0.002 0.091
H -2.007 4.787 -4.506 -0.004 -0.003 0.004 0.086
H -3.122 3.310 -2.844 -0.001 0.002 -0.004 0.101
H -1.822 1.595 -1.648 -0.028 -0.055 0.043 0.099
H 3.579 1.409 -2.233 0.011 -0.005 -0.004 0.109
H 5.010 0.245 -3.862 -0.001 0.007 0.010 0.090
H 4.049 -1.467 -5.368 0.005 0.001 0.001 0.086
H 1.638 -2.020 -5.207 -0.006 -0.003 0.005 0.096
H 0.213 -0.865 -3.546 0.000 0.002 0.004 0.125
C 0.388 -5.793 0.667 -0.027 -0.006 0.005 -0.003
C -0.687 -5.326 -0.248 0.104 -0.129 -0.063 -0.327
N -1.036 -4.077 -0.427 -0.085 -0.051 0.036 0.160
C -2.005 -4.063 -1.376 0.090 -0.284 0.011 -0.111
C -2.276 -5.354 -1.790 0.110 0.271 0.179 -0.089
N -1.420 -6.137 -1.052 -0.082 -0.009 -0.067 0.170
C -3.190 -5.982 -2.750 -0.359 -0.159 -0.452 -0.505
O -3.972 -5.185 -3.456 0.242 0.058 0.196 0.098
O -3.218 -7.196 -2.888 0.111 0.159 0.152 0.046
C -2.537 -2.765 -1.857 -0.199 0.602 -0.229 -0.520
O -3.459 -2.781 -2.704 0.069 -0.247 -0.007 0.024
O -2.021 -1.699 -1.405 0.096 -0.425 0.135 -0.102
H 1.086 -4.968 0.810 -0.016 -0.001 0.001 0.075
H 0.917 -6.647 0.242 -0.005 -0.010 -0.014 0.074
H -0.023 -6.058 1.642 0.021 0.031 -0.004 0.069
H -1.374 -7.138 -1.147 0.009 0.004 -0.003 0.158
H -3.796 -4.201 -3.212 -0.027 0.015 0.125 0.062
N 2.150 -2.765 -0.808 0.037 0.074 0.025 -0.007
C 1.203 -2.181 -0.485 -0.250 -0.215 0.008 -0.357

6.
23
Properties=species:S:1:pos:R:3:forces:R:3:lowdin_charge:R:1 method="wB97M-V/def2-TZVPD" e_above_lowest_ev=1.997 lumo_energy_ev=1.00 spin_multiplicity=1 total_charge=0 smiles=Cc1ccccc1.CC homo_lumo_gap_ev=9.83
C -3.187 2.487 1.405 0.528 0.673 0.508 -0.056
C -1.801 1.840 1.475 1.081 -2.722 0.861 -0.228
C -1.503 0.785 2.463 1.253 0.344 -4.155 -0.026
C -0.603 -0.285 2.225 -0.823 1.675 -0.073 -0.072
C 0.174 -0.225 1.050 -0.772 -0.340 1.716 -0.113
C 0.007 0.830 0.187 1.031 0.650 0.180 -0.090
C -0.906 1.874 0.405 -0.554 -2.932 2.521 -0.055
H -3.282 3.223 0.588 0.126 -0.825 -0.194 0.076
H -3.466 3.135 2.248 0.199 -0.600 0.333 0.072
H -3.903 1.647 1.333 0.126 0.723 -0.178 0.089
H -2.066 0.820 3.292 -2.047 -0.267 3.036 0.052
H -0.525 -1.136 2.924 0.048 0.746 -0.319 0.105
H 0.938 -0.986 0.998 0.103 0.004 -0.801 0.092
H 0.753 0.884 -0.586 -0.154 0.261 -0.586 0.094
H -1.059 2.635 -0.225 -0.134 2.594 -2.867 0.061
C 1.873 -2.229 -2.960 0.201 1.591 4.063 -0.135
C 3.165 -2.259 -1.936 0.636 2.052 -3.199 -0.140
H 0.909 -2.560 -2.452 1.277 0.506 -0.552 0.075
H 1.740 -1.238 -3.413 -0.052 -0.071 0.530 0.052
H 2.052 -2.841 -3.747 0.619 -2.163 -2.275 -0.005
H 3.090 -1.610 -1.084 -0.996 -0.696 1.241 0.012
H 3.995 -1.522 -2.365 -1.263 -2.009 -0.142 0.086
H 3.606 -3.269 -1.823 -0.432 0.807 0.353 0.054

7.
14
Properties=species:S:1:pos:R:3:forces:R:3:lowdin_charge:R:1 method="wB97M-V/def2-TZVPD" e_above_lowest_ev=1.285 lumo_energy_ev=1.09 spin_multiplicity=1 total_charge=0 smiles="O=CCC1CC1" homo_lumo_gap_ev=10.81
O -1.134 1.140 -1.947 -0.145 0.076 0.484 0.056
C -1.570 1.179 -0.823 0.092 -0.046 -0.234 -0.258
C -0.902 0.553 0.383 0.061 -0.045 -0.003 -0.143
C 0.558 0.242 0.172 0.000 0.119 -0.021 -0.317
C 1.200 -0.903 0.903 0.072 -0.069 0.178 -0.125
C 0.957 -0.992 -0.577 0.009 -0.082 -0.168 -0.123
H -2.536 1.687 -0.613 0.045 -0.071 -0.054 0.117
H -1.062 1.201 1.256 0.024 -0.028 -0.161 0.119
H -1.460 -0.370 0.606 0.029 0.093 -0.055 0.130
H 1.178 1.121 0.006 -0.083 -0.158 0.020 0.141
H 2.222 -0.782 1.250 -0.162 -0.009 -0.065 0.096
H 0.576 -1.502 1.563 0.077 0.115 -0.126 0.099
H 1.808 -0.925 -1.247 -0.126 -0.017 0.119 0.102
H 0.165 -1.648 -0.931 0.106 0.122 0.087 0.106